76
Properties=species:S:1:pos:R:3:lowdin_charge:R:1 method="wB97M-V/def2-TZVPD" orbital_gap_ev=8.532 total_charge=0 e_tot_ev=-87884.8871 e_homo_ev=-9.26 max_force_ha_per_bohr=0.155
N 4.710 3.890 3.231 0.21
B 4.417 4.359 1.912 -0.58
O 4.708 3.484 0.837 0.10
C 3.777 5.781 1.547 0.02
C 4.461 6.984 1.578 -0.06
C 5.929 7.093 2.018 -0.35
F 6.293 8.415 1.867 0.08
F 6.009 6.830 3.349 0.13
C 6.956 6.266 1.153 -0.50
F 7.346 5.179 1.857 0.16
F 8.073 6.994 0.978 0.16
F 6.434 5.916 -0.027 0.18
C 3.757 8.210 1.188 0.00
C 2.435 8.225 0.819 -0.01
C 1.690 6.992 0.814 -0.36
N 0.374 6.836 0.513 -0.21
S 0.163 5.234 0.688 1.02
N 1.611 4.647 1.125 -0.19
C 2.380 5.770 1.162 -0.31
H 4.142 4.317 3.956 0.09
H 4.565 2.880 3.215 0.10
H 5.490 3.853 0.398 0.08
H 4.243 9.192 1.196 0.12
H 1.921 9.150 0.527 0.12
O -2.409 2.328 0.303 -0.24
P -3.406 1.402 0.936 0.64
O -3.417 0.164 -0.148 -0.21
C -2.280 -0.698 -0.202 -0.29
C -2.208 -1.610 1.008 -0.08
O -4.760 2.194 0.428 -0.26
C -4.746 3.563 0.034 -0.29
C -4.707 3.668 -1.477 -0.07
O -4.308 0.531 2.017 -0.22
C -5.701 0.715 2.289 -0.27
C -6.557 -0.020 1.281 -0.07
H -1.366 -0.104 -0.296 0.11
H -2.379 -1.298 -1.107 0.12
H -2.024 -1.036 1.922 0.07
H -1.401 -2.336 0.897 0.07
H -3.147 -2.146 1.149 0.08
H -3.924 4.107 0.499 0.10
H -5.672 4.012 0.404 0.12
H -3.836 3.157 -1.888 0.08
H -4.682 4.713 -1.793 0.08
H -5.588 3.192 -1.911 0.08
H -5.962 1.768 2.368 0.11
H -5.879 0.286 3.279 0.12
H -6.386 0.335 0.266 0.07
H -7.614 0.107 1.519 0.08
H -6.320 -1.086 1.287 0.08
O -1.374 -5.141 -1.655 -0.23
P -0.582 -6.293 -2.197 0.64
O -0.327 -7.171 -0.827 -0.21
C -1.430 -7.874 -0.258 -0.29
C -1.818 -9.080 -1.093 -0.09
O 0.865 -5.510 -2.295 -0.26
C 0.964 -4.090 -2.344 -0.28
C 1.312 -3.548 -0.973 -0.07
O 0.007 -7.516 -3.146 -0.22
C 1.290 -7.544 -3.781 -0.27
C 2.360 -8.030 -2.829 -0.07
H -2.281 -7.196 -0.136 0.11
H -1.121 -8.198 0.736 0.12
H -2.211 -8.774 -2.067 0.07
H -2.586 -9.669 -0.588 0.08
H -0.952 -9.716 -1.280 0.08
H 0.055 -3.637 -2.739 0.10
H 1.768 -3.848 -3.044 0.12
H 0.571 -3.841 -0.228 0.07
H 1.376 -2.458 -0.992 0.08
H 2.270 -3.949 -0.639 0.08
H 1.537 -6.586 -4.233 0.11
H 1.207 -8.254 -4.608 0.12
H 2.455 -7.384 -1.958 0.07
H 3.325 -8.073 -3.336 0.08
H 2.114 -9.027 -2.458 0.08